Below is a cluster of 5 separate species, C3H16O4S in total at a distorted geometry, with properties calculated with ωB97M-V/def2-TZVPD.

Structure (XYZ):
```
24
Properties=species:S:1:pos:R:3:forces:R:3
C -2.085 0.256 -1.359 1.41 1.71 -0.42
C -2.588 -0.732 -0.374 -1.53 0.80 0.87
S -1.811 -2.268 -0.437 1.72 -1.86 -0.64
C -0.213 -1.797 -1.108 2.38 -1.04 -0.94
H -2.613 1.207 -1.259 0.13 0.03 0.29
H -2.177 0.028 -2.415 -0.05 -0.64 -0.11
H -0.976 0.451 -1.154 -1.72 0.05 -0.31
H -3.649 -1.027 -0.525 0.42 0.79 0.27
H -2.419 -0.319 0.635 -0.51 0.04 -0.32
H -0.078 -1.601 -2.227 -0.82 -0.06 1.46
H 0.353 -1.032 -0.556 -0.66 0.13 0.04
H 0.480 -2.654 -0.946 -0.72 0.11 -0.10
O 3.233 0.805 1.384 1.01 0.51 -0.68
H 3.278 1.087 0.449 -0.61 -0.17 0.35
H 4.066 1.176 1.722 -0.47 -0.40 0.22
O 0.987 -0.701 2.197 3.00 1.07 -1.61
H 0.508 -1.438 1.874 -0.93 -1.30 -0.39
H 1.832 -0.667 1.580 -2.23 0.29 2.08
O 1.813 1.396 -1.109 3.18 -0.82 2.52
H 1.628 2.131 -1.606 -1.16 2.33 -1.90
H 1.231 0.695 -1.217 -1.89 -1.50 -0.68
O -0.459 1.856 1.816 0.99 -0.52 2.84
H -0.036 0.935 1.854 -0.51 1.62 0.11
H -0.305 2.215 2.780 -0.43 -1.15 -2.94
```
Forces are in eV/Å.

The HOMO energy comes out at -8.626 eV. The value obtained for the strongest force on any atom is 4.14 eV/Å. The total energy is -22394.897 eV. As for the relative energy (zero: lowest compared OMol25 entry of this formula, charge and spin): 167.09 kJ/mol. The SMILES is CCSC.O.O.O.O.